28
Properties=species:S:1:pos:R:3:nbo_charge:R:1 method="wB97M-V/def2-TZVPD" lumo_energy_ev="-1.8055 / -1.8234" gap_ev="6.411 / 6.355" homo_ev="-8.2 / -8.2" e_above_lowest_kj_mol=249.6 multiplicity=1
C 0.6918 0.4922 -0.9375 -0.358
C -1.2971 -1.0866 -1.4604 -0.493
C -0.0251 1.1045 0.2746 -0.053
C -2.1717 -0.4604 -0.3347 -0.019
C -0.8613 -0.1888 0.5504 0.021
C -0.0423 -0.7637 -0.6434 0.302
N -0.9209 -0.6324 1.9342 -0.839
N -0.5971 2.3573 -0.1271 -0.848
N -3.3267 -1.1142 0.1965 -0.819
O 4.0002 -0.5831 -0.7019 -0.968
O 2.6998 0.2832 1.4961 -1.026
O 3.4959 1.8445 -0.4877 -0.965
P 3.2106 0.3747 0.0940 2.359
S 1.5801 -3.1933 0.0493 -0.400
H 0.4258 0.8804 -1.8505 0.228
H 1.7827 0.3933 -0.8079 0.084
H -1.5646 -2.2020 -1.3551 0.263
H -1.2327 -0.6024 -2.3626 0.215
H 0.7588 1.1618 0.9846 0.248
H -2.3652 0.5924 -0.7957 0.166
H -0.8084 -1.6024 2.1687 0.393
H -0.1822 -0.1343 2.4302 0.373
H -1.2979 2.2654 -0.8865 0.376
H 3.4129 2.5721 0.0928 0.516
H -0.7095 3.0101 0.5734 0.385
H -2.8881 -1.9970 0.4694 0.361
H -3.8858 -0.7095 0.8991 0.393
H 2.1180 -2.0617 0.5376 0.105